(1)
C4H5ClO in the gas phase at a distorted geometry. Source: the OMol25 dataset; level of theory: ωB97M-V/def2-TZVPD.

Properties
E_LUMO, eV: 0.9
Total charge: 0
SMILES: C=CO/C=C\Cl
E, Eh: -690.69923
HOMO, eV: -8.72

CARTESIAN COORDINATES (ANGSTROEM)
C: 0.796 0.603 -0.114
C: 2.191 0.592 -0.109
Cl: 3.179 -0.931 0.048
H: 2.791 1.561 0.316
C: -1.223 -0.110 0.173
H: -1.893 -2.125 -0.424
H: -3.051 -0.759 -0.250
H: -1.301 0.912 0.660
H: 0.583 1.655 -0.508
O: 0.037 -0.392 0.308
C: -2.110 -1.006 -0.099

***

(2)
3 unconnected molecules or ions with the total composition CH8N2O3 at a distorted geometry. Source: the OMol25 dataset; level of theory: ωB97M-V/def2-TZVPD.

Properties
E_LUMO, eV: 0.7
Total charge: 0
SMILES: NC(N)=O.O.O
E, Eh: -378.15906
HOMO, eV: -10.01

CARTESIAN COORDINATES (ANGSTROEM)
H: 2.047 2.388 -0.391
N: 1.405 1.614 -0.337
N: 2.413 1.014 -2.328
H: -2.844 -4.785 4.602
H: 3.245 0.844 -1.786
H: -1.634 1.209 0.891
O: -2.818 -5.536 3.998
H: -2.742 -5.215 3.091
H: 2.265 0.307 -3.036
O: 0.202 0.448 -1.894
H: 0.600 1.800 0.234
C: 1.217 1.008 -1.564
O: -1.479 2.167 0.928
H: -2.420 2.389 0.950

***

(3)
C3H6OSi in the gas phase at a distorted geometry. Source: the OMol25 dataset; level of theory: ωB97M-V/def2-TZVPD.

Properties
E_LUMO, eV: 0.5
Total charge: 0
SMILES: O=C=CC[SiH3]
E, Eh: -482.51877
HOMO, eV: -8.69

CARTESIAN COORDINATES (ANGSTROEM)
H: -2.764 0.472 -0.787
C: 1.024 -0.178 0.585
H: -0.602 -1.868 0.119
H: 0.863 0.729 1.236
H: -0.616 0.170 -2.390
C: 2.344 -0.291 0.556
Si: -1.305 0.544 -0.990
H: -0.605 1.853 -0.499
C: -0.667 -0.737 0.304
H: -1.158 -0.540 1.297
O: 3.486 -0.154 0.570

***

(4)
A molecular structure, C22H38F14NO2PSTa at a distorted geometry. Source: the OMol25 dataset; level of theory: ωB97M-V/def2-TZVPD.

Properties
E_LUMO, eV: 2.1
Total charge: -1
E, Eh: -3260.87040
HOMO, eV: -4.54

CARTESIAN COORDINATES (ANGSTROEM)
F: -4.164 -1.194 -3.106
H: 6.322 -1.878 1.140
C: -3.421 -0.998 -1.973
C: -3.344 2.756 1.706
H: -4.768 1.657 2.953
C: -1.135 3.467 -1.590
C: 3.999 2.172 -0.544
H: -2.689 0.377 2.962
C: 5.318 0.036 -0.149
H: 5.146 1.098 -2.035
C: 1.473 1.967 -0.899
F: -2.843 -5.412 -2.031
H: 2.674 0.873 0.476
C: -1.135 -4.937 -0.499
C: -0.607 1.163 3.988
F: 1.112 -4.377 -1.048
H: 3.713 0.250 -1.490
F: -4.097 -3.175 -1.404
H: 1.627 1.195 -1.651
Ta: -0.666 1.856 -0.001
F: -0.813 -6.268 -0.506
H: 1.557 2.911 -1.443
H: 6.488 -2.412 -0.542
H: 1.226 4.216 1.716
C: 5.777 -2.239 0.269
H: 1.005 0.655 1.940
C: -0.755 0.080 2.912
H: -0.275 0.715 4.919
H: -2.150 0.031 -3.283
H: -3.294 0.855 0.666
C: -2.003 -3.190 -2.339
C: -2.978 -2.390 -1.452
H: -2.681 2.693 2.561
H: -0.560 3.740 2.935
H: -0.273 -0.795 3.353
F: -2.069 -4.737 0.466
H: 4.695 2.544 0.201
H: 4.352 -3.734 -0.221
F: -2.525 -2.268 -0.191
H: 0.138 -0.580 1.114
H: -1.819 2.698 -3.395
C: -1.726 -4.663 -1.912
F: -0.030 -2.900 0.076
C: 0.000 0.378 1.613
S: -1.034 5.645 1.004
H: -1.545 1.665 4.206
C: -2.379 0.072 -2.222
F: -4.315 -0.579 -1.020
H: -5.294 1.983 1.270
C: -2.891 1.857 0.523
C: 2.623 1.900 0.110
C: -4.756 2.365 2.129
H: 5.752 -4.352 0.667
H: -3.427 3.772 1.346
C: 0.175 -4.203 -0.112
C: 4.536 0.877 -1.165
P: -0.157 3.946 1.601
H: -0.415 4.265 -1.459
C: -1.069 0.062 -1.407
H: -0.289 2.203 -3.021
C: 5.053 -3.531 0.579
F: -2.585 -3.275 -3.565
H: 2.471 2.518 0.988
H: -2.133 3.861 -1.450
H: 5.187 0.469 0.841
H: 6.372 0.033 -0.420
H: -0.907 -0.853 -0.858
H: 0.164 1.860 3.689
O: 4.820 -1.291 -0.142
F: 0.606 -4.744 1.045
H: 4.481 -3.417 1.492
O: -2.098 -0.334 2.720
F: -5.475 3.491 2.553
H: -3.416 2.257 -0.345
H: -2.894 1.016 -2.088
F: -0.808 -2.595 -2.495
H: 3.843 2.883 -1.348
H: -0.244 0.098 -2.113
F: -0.812 -5.131 -2.808
N: -0.941 2.971 -2.987